No. 1
{"formula": "C3H3N3O", "method": "ωB97M-V/def2-TZVPD", "homo_energy_ev": [-9.04, -9.04], "de_lowest_kj_mol": 656.3, "largest_force_ev_per_a": 3.91, "species": ["C", "C", "C", "N", "N", "N", "O", "H", "H", "H"], "positions_angstrom": [[-1.120, -1.015, 0.472], [1.026, 0.112, 1.734], [0.113, 0.600, -1.713], [-0.806, -1.637, 1.397], [1.201, 0.815, 0.833], [-1.649, -0.358, -0.523], [-1.093, 0.400, -1.405], [1.056, -0.596, 2.558], [1.004, 0.259, -0.952], [0.268, 1.419, -2.401]], "forces_ev_per_a": [[1.3, 0.1, -0.6], [1.3, 0.5, -0.4], [2.6, -0.5, 2.9], [-0.2, -0.5, 0.3], [-0.1, -0.5, 1.8], [-3.2, -1.0, 0.9], [1.4, 1.0, -1.6], [-0.3, 0.5, -0.5], [-2.5, 0.5, -2.4], [-0.2, -0.2, -0.4]], "lowdin_charge": [-0.394, -0.065, 0.063, 0.107, 0.053, 0.018, -0.061, 0.074, 0.107, 0.096]}

***

No. 2
{"formula": "C3H3N3O", "method": "ωB97M-V/def2-TZVPD", "smiles": "C1=NN=CON=C1", "homo_energy_ev": -10.16, "de_lowest_kj_mol": 549.8, "largest_force_ev_per_a": 6.03, "species": ["C", "N", "N", "C", "O", "N", "C", "H", "H", "H"], "positions_angstrom": [[0.238, 1.376, 0.064], [1.353, 0.799, 0.197], [1.505, -0.512, -0.364], [0.442, -1.254, -0.112], [-0.595, -0.804, 0.712], [-1.540, -0.398, -0.160], [-1.195, 0.803, -0.329], [0.182, 2.421, 0.560], [0.458, -2.088, -0.832], [-2.016, 1.321, -0.874]], "forces_ev_per_a": [[-3.0, 1.9, 1.7], [1.0, -1.0, -0.8], [-3.6, 0.3, 1.5], [2.9, 1.4, -1.3], [3.5, -4.7, 1.3], [-1.4, 1.3, -0.2], [0.2, 2.3, -2.3], [0.1, -1.6, -1.3], [-1.0, -0.4, 1.2], [1.2, 0.5, 0.2]], "lowdin_charge": [-0.121, 0.011, 0.076, -0.169, -0.139, 0.043, -0.077, 0.127, 0.132, 0.117]}

***

No. 3
{"formula": "C3H3N3O", "method": "ωB97M-V/def2-TZVPD", "smiles": "[H]/N=c1\\cnocn1", "homo_energy_ev": -9.90, "de_lowest_kj_mol": 441.1, "largest_force_ev_per_a": 6.86, "species": ["H", "N", "C", "C", "N", "O", "C", "N", "H", "H"], "positions_angstrom": [[-1.441, -2.298, -1.167], [-1.327, -1.223, -1.508], [-0.719, -0.537, -0.713], [0.334, -1.071, 0.520], [0.852, -0.360, 1.439], [0.660, 1.174, 1.260], [0.368, 1.365, -0.051], [-0.216, 0.742, -1.030], [0.400, -2.175, 0.753], [0.700, 2.426, -0.505]], "forces_ev_per_a": [[0.4, 3.3, -1.0], [-2.7, -5.1, -0.4], [6.1, 1.1, 2.9], [-2.7, -0.2, 0.1], [-0.3, 0.9, -0.5], [-0.5, -3.0, -2.4], [0.4, 4.3, -2.4], [-0.6, -0.4, 2.2], [0.2, 1.2, -0.5], [-0.3, -2.1, 1.9]], "lowdin_charge": [0.133, 0.132, -0.423, -0.045, 0.108, -0.039, -0.247, 0.092, 0.123, 0.166]}

***

No. 4
{"formula": "C3H3N3O", "method": "ωB97M-V/def2-TZVPD", "smiles": "N=C=CC=O.N#N", "homo_energy_ev": -9.65, "de_lowest_kj_mol": 76.8, "largest_force_ev_per_a": 1.90, "species": ["N", "C", "C", "C", "O", "H", "H", "H", "N", "N"], "positions_angstrom": [[2.148, -0.398, 0.704], [1.059, -0.644, 0.236], [-0.145, -1.026, -0.176], [-1.342, -0.487, 0.474], [-1.347, 0.396, 1.310], [2.685, 0.400, 0.373], [-0.232, -1.736, -0.993], [-2.288, -0.947, 0.128], [0.247, 2.047, -1.115], [-0.784, 2.396, -0.943]], "forces_ev_per_a": [[-0.7, -0.1, -0.3], [0.5, 0.0, 0.2], [0.1, 0.0, 0.1], [0.0, 0.3, 0.2], [0.0, -0.5, -0.4], [-0.1, 0.0, 0.0], [0.1, 0.1, 0.2], [0.1, 0.1, 0.1], [-1.8, 0.7, 0.3], [1.8, -0.5, -0.3]], "lowdin_charge": [0.199, -0.177, -0.092, -0.327, -0.003, 0.090, 0.102, 0.115, 0.037, 0.055]}

***

Number 2 is which compound? C3H3N3O